(1)
The following is a quantum chemistry calculation of C2H4LiO4Sr as an isolated structure, from the OMol25 dataset.

Its energy is -415.81999 a.u. Its charge is +4. The spin multiplicity is 2. For the gap between HOMO and LUMO (alpha / beta), the calculation gives 10.5 / 9.2 eV.

Atoms and positions in Å:
O -0.8328 -2.4530 -1.0151
C -0.6233 -1.6608 -0.0850
H -0.9767 -2.0002 0.8949
H -0.0981 -0.7164 -0.2767
Sr 1.4140 -3.2231 -3.2482
Li -2.0394 -1.4912 -3.3442
O -0.4095 -2.0207 -2.3052
C 0.7632 2.8669 2.3388
O 0.3056 2.1138 1.4535
O 0.5285 2.3433 0.1661
H 0.6422 2.4743 3.3529
H 1.3263 3.7672 2.0684

Forces on the atoms, in the same order (eV/Å):
O -0.2283 -0.2064 -0.1156
C 0.1243 0.2135 0.3831
H -0.0150 -0.0247 -0.0135
H -0.2336 -0.2115 0.0330
Sr 1.1467 -0.9250 -0.6850
Li -0.7130 0.2091 -0.2492
O -0.2120 0.2837 0.1868
C 0.8293 0.3595 0.5817
O -0.2234 -0.4768 0.5769
O 0.0051 0.4191 -0.7686
H -0.3058 0.2974 -0.0147
H -0.1742 0.0621 0.0851

These are the Löwdin partial charges, in e, on atoms 1 to 8: atom 1 (O): -0.01, atom 2 (C): 0.27, atom 3 (H): 0.19, atom 4 (H): 0.15, atom 5 (Sr): 1.96, atom 6 (Li): 0.91, atom 7 (O): -0.48, atom 8 (C): 0.33

=====

(2)
The following is a quantum chemistry calculation of the molecule C4H4N2, from the OMol25 dataset.

Its energy is -264.18127 a.u. The energy relative to the best compared isomer or geometry (same formula, charge and spin) comes out at 91.1 kcal per mole. The SMILES is c1ccnnc1. For the gap between HOMO and LUMO, the calculation gives 9.4 eV.

Atoms and positions in Å:
C 0.7475 0.8886 -0.1242
C -0.6034 0.8796 0.2160
C -1.2390 -0.3627 0.3348
N -0.7468 -1.4604 -0.2256
N 0.5720 -1.4751 -0.2976
C 1.3130 -0.4014 -0.0379
H 1.3375 1.7577 -0.4297
H -1.5806 0.9693 -0.4077
H -2.2008 -0.4169 0.8388
H 2.3603 -0.6203 0.1537

Forces on the atoms, in the same order (eV/Å):
C -0.4984 -0.1466 0.2668
C -0.7473 -0.8794 -1.6456
C 0.4323 -1.4841 0.6792
N 0.1571 -0.2943 0.9972
N 0.5758 0.0553 0.0784
C -0.0152 -0.0555 -0.0382
H -0.3817 -0.3018 0.1312
H 0.7765 3.0288 0.5301
H -0.2404 -0.1004 -0.6348
H -0.0588 0.1780 -0.3643

These are the Löwdin partial charges, in e, on atoms 1 to 8: atom 1 (C): -0.07, atom 2 (C): -0.08, atom 3 (C): -0.22, atom 4 (N): 0.02, atom 5 (N): 0.02, atom 6 (C): -0.15, atom 7 (H): 0.10, atom 8 (H): 0.16

=====

(3)
The following is a quantum chemistry calculation of the molecule C4H7N3O, from the OMol25 dataset.

Its energy is -395.96785 a.u. The energy relative to the best compared isomer or geometry (same formula, charge and spin) comes out at 113.3 kcal per mole. The SMILES is [H]/N=C(\NC=C)ON=C. For the gap between HOMO and LUMO, the calculation gives 9.2 eV.

Atoms and positions in Å:
H -1.3303 2.2785 -0.2642
N -0.2967 2.2674 -0.1146
C 0.2331 1.1705 0.1271
N -0.4451 -0.0233 0.0306
C -1.8046 -0.0262 -0.0694
C -2.6712 -1.0084 0.0386
O 1.5836 0.8723 0.3098
N 1.9984 -0.4841 0.0779
C 3.2236 -0.5794 -0.1021
H 0.1938 -0.9227 -0.0861
H -2.3737 0.9148 0.1869
H -3.7299 -0.7878 0.1505
H -2.1744 -2.0879 0.2061
H 3.4074 -1.6344 -0.1978
H 4.1857 0.0508 -0.2932

Forces on the atoms, in the same order (eV/Å):
H 1.7302 -0.3267 0.2406
N 0.5063 2.2071 0.5551
C -0.7640 -3.1313 -1.6057
N 1.3003 -2.8262 -0.2796
C -1.9411 1.7351 1.7546
C 1.5090 -3.7786 0.3706
O 0.6389 1.5641 -0.1504
N -1.7449 2.2080 0.6745
C 3.0121 -0.6813 -0.9827
H -2.2070 2.4805 0.5378
H 1.3302 -0.4865 -0.9487
H 0.3269 -0.4514 -0.1278
H -1.8134 2.1711 -0.6696
H 0.5833 -0.4580 -0.1473
H -2.4668 -0.2261 0.7787

These are the Löwdin partial charges, in e, on atoms 1 to 8: atom 1 (H): 0.06, atom 2 (N): 0.14, atom 3 (C): -0.50, atom 4 (N): 0.03, atom 5 (C): -0.28, atom 6 (C): -0.03, atom 7 (O): -0.04, atom 8 (N): -0.02

=====

(4)
The following is a quantum chemistry calculation of the molecule C22H23N3O4S2, from the OMol25 dataset.

Its energy is -2113.72238 a.u. The energy relative to the best compared isomer or geometry (same formula, charge and spin) comes out at 45.3 kcal per mole. The SMILES is COc1ccc(N2CCN(C(=O)c3ccc(NS(=O)(=O)c4cccs4)cc3)CC2)cc1. For the gap between HOMO and LUMO, the calculation gives 7.6 eV.

Atoms and positions in Å:
C -4.4712 -5.3056 5.6120
O -3.8565 -4.0628 5.3829
C -3.3493 -3.8115 4.1389
C -2.7524 -2.5670 3.9572
C -2.1933 -2.2146 2.7469
C -2.2141 -3.0909 1.6579
N -1.7171 -2.7569 0.3950
C -1.2598 -1.4139 0.1272
C 0.2177 -1.2127 0.5142
N 1.0186 -2.1995 -0.1718
C 1.8983 -1.9458 -1.1713
O 2.4101 -2.8291 -1.8324
C 2.2168 -0.4976 -1.3892
C 3.0137 0.1996 -0.4889
C 3.2867 1.5393 -0.6899
C 2.7671 2.1963 -1.8014
N 2.9393 3.5700 -1.9776
S 1.5807 4.4795 -2.3674
O 1.2608 4.3264 -3.7485
O 1.8291 5.7845 -1.8427
C 0.3086 3.6671 -1.4306
C -0.7585 2.9759 -1.9133
C -1.5121 2.3682 -0.8860
C -0.9908 2.6052 0.3472
S 0.4230 3.5820 0.2818
C 2.0163 1.4865 -2.7345
C 1.7484 0.1478 -2.5275
C 0.5846 -3.5587 0.0775
C -0.8925 -3.7172 -0.3123
C -2.8380 -4.3251 1.8469
C -3.3885 -4.6879 3.0615
H -3.7722 -6.1353 5.4615
H -5.3464 -5.4476 4.9690
H -4.7901 -5.2899 6.6531
H -2.7279 -1.8831 4.7910
H -1.7361 -1.2409 2.6678
H -1.8966 -0.6933 0.6395
H -1.3554 -1.2450 -0.9521
H 0.5420 -0.2071 0.2461
H 0.3410 -1.3555 1.5941
H 3.4092 -0.3057 0.3797
H 3.8929 2.0841 0.0192
H 3.5059 4.0297 -1.2805
H -0.9835 2.9207 -2.9618
H -2.3978 1.7852 -1.0605
H -1.3598 2.2736 1.2973
H 1.6488 2.0025 -3.6063
H 1.1645 -0.4037 -3.2486
H 1.2159 -4.2231 -0.5140
H 0.7080 -3.7821 1.1435
H -1.2155 -4.7324 -0.0941
H -1.0022 -3.5377 -1.3869
H -2.9167 -5.0195 1.0248
H -3.8548 -5.6567 3.1476

Forces on the atoms, in the same order (eV/Å):
C -0.0865 -0.1749 0.0291
O 0.1434 0.2671 -0.1009
C 0.0773 0.1697 -0.0362
C -0.1960 -0.2635 0.1900
C 0.0490 -0.0274 -0.1184
C -0.2219 -0.1340 0.2073
N -0.1527 0.1304 -0.3742
C 0.2474 0.1661 0.1950
C -0.4324 0.3188 0.0041
N -0.0811 -0.1283 0.1984
C 0.0656 0.1444 0.0725
O 0.1294 -0.0825 -0.2900
C 0.2184 0.0774 -0.2078
C -0.0756 -0.0728 -0.1501
C 0.0073 0.1524 -0.1517
C -0.0729 -0.9019 -0.1380
N -0.3803 0.7743 -0.2393
S -0.1018 -0.0312 0.3988
O -0.0404 -0.3038 -0.0203
O 0.1477 -0.0270 0.2344
C 0.3806 0.3924 -0.0248
C 0.1618 0.2328 -0.1444
C -0.0074 -0.0063 0.1019
C 0.4054 0.2155 -0.0381
S -0.3669 -0.1429 -0.0873
C 0.2064 -0.0858 0.0602
C 0.0540 -0.1072 0.2191
C -0.0622 -0.4173 -0.2228
C 0.3606 -0.1273 0.0861
C 0.1512 0.1240 -0.0547
C -0.0806 -0.0747 0.3173
H -0.0318 0.0249 -0.0086
H 0.0374 -0.0071 0.0147
H -0.0007 -0.0565 -0.0799
H 0.0058 0.0860 0.1032
H 0.0698 0.0700 -0.0365
H -0.0155 0.0212 -0.0352
H 0.0158 0.0796 0.0465
H -0.0505 -0.0837 0.0906
H 0.0040 0.0813 -0.0351
H 0.0332 -0.0424 0.1097
H 0.0462 0.0666 0.1149
H -0.0370 0.1890 0.0613
H -0.0155 -0.0458 -0.2370
H -0.1751 -0.1045 0.0016
H -0.1107 -0.0648 0.2192
H -0.0355 -0.0524 -0.1413
H -0.0637 -0.0640 -0.0953
H -0.0596 0.0329 0.1348
H -0.0064 -0.0161 -0.0439
H -0.0100 0.0284 -0.0711
H 0.0289 -0.0852 0.0236
H -0.0205 -0.0348 -0.0899
H -0.0553 -0.0791 0.0386

These are the Löwdin partial charges, in e, on atoms 1 to 8: atom 1 (C): -0.10, atom 2 (O): -0.09, atom 3 (C): -0.29, atom 4 (C): 0.00, atom 5 (C): -0.02, atom 6 (C): -0.23, atom 7 (N): -0.11, atom 8 (C): -0.15

=====

- Number 4 is which compound?
  C22H23N3O4S2

=====

- energy of number 3 (C4H7N3O)?
  -395.96785 a.u.

=====

Repeat the first record exactly.
The following is a quantum chemistry calculation of C2H4LiO4Sr as an isolated structure, from the OMol25 dataset.

Its energy is -415.81999 a.u. Its charge is +4. The spin multiplicity is 2. For the gap between HOMO and LUMO (alpha / beta), the calculation gives 10.5 / 9.2 eV.

Atoms and positions in Å:
O -0.8328 -2.4530 -1.0151
C -0.6233 -1.6608 -0.0850
H -0.9767 -2.0002 0.8949
H -0.0981 -0.7164 -0.2767
Sr 1.4140 -3.2231 -3.2482
Li -2.0394 -1.4912 -3.3442
O -0.4095 -2.0207 -2.3052
C 0.7632 2.8669 2.3388
O 0.3056 2.1138 1.4535
O 0.5285 2.3433 0.1661
H 0.6422 2.4743 3.3529
H 1.3263 3.7672 2.0684

Forces on the atoms, in the same order (eV/Å):
O -0.2283 -0.2064 -0.1156
C 0.1243 0.2135 0.3831
H -0.0150 -0.0247 -0.0135
H -0.2336 -0.2115 0.0330
Sr 1.1467 -0.9250 -0.6850
Li -0.7130 0.2091 -0.2492
O -0.2120 0.2837 0.1868
C 0.8293 0.3595 0.5817
O -0.2234 -0.4768 0.5769
O 0.0051 0.4191 -0.7686
H -0.3058 0.2974 -0.0147
H -0.1742 0.0621 0.0851

These are the Löwdin partial charges, in e, on atoms 1 to 8: atom 1 (O): -0.01, atom 2 (C): 0.27, atom 3 (H): 0.19, atom 4 (H): 0.15, atom 5 (Sr): 1.96, atom 6 (Li): 0.91, atom 7 (O): -0.48, atom 8 (C): 0.33